# 1
Computed, not measured: a structure of composition C15H18F4N2O20V, with ωB97M-V with the def2-TZVPD basis set.

Geometry as ORCA input:
```
! RIJCOSX wB97M-V def2-TZVPD def2/J DEFGRID3
* xyz 0 4
V -0.479 0.689 -0.190
F 1.162 6.796 -1.314
F -2.468 -7.001 -1.278
F 4.175 2.071 -5.161
F 1.633 -5.269 4.178
O 2.987 1.181 -3.452
O -3.945 0.388 -1.937
O 0.547 -3.048 1.963
O 2.252 2.760 1.754
O -0.162 2.911 -0.311
O 0.814 4.689 -1.512
O 1.345 1.056 -1.900
O -1.720 0.643 -1.906
O -1.075 -5.593 -0.473
O -0.160 -3.474 -0.660
O 1.554 0.869 0.816
O -0.635 0.131 3.988
O 2.503 -2.194 1.121
O -0.865 1.240 2.149
O 0.916 1.551 -4.140
O -0.221 -0.773 0.169
O -2.719 0.182 -0.161
O -2.407 -3.835 -0.509
O 2.440 -3.489 2.965
O -1.232 4.837 -0.581
N -1.216 0.897 3.240
N 2.120 1.538 1.696
C 0.384 5.911 -1.893
C -0.202 4.031 -0.825
C -1.091 6.029 -1.398
C 1.906 -2.846 1.999
C 1.789 2.066 -5.203
C 1.414 -4.016 3.775
C -1.158 -4.230 -0.531
C 2.803 0.765 2.709
C -2.852 0.476 -1.330
C 0.181 -4.056 2.870
C -2.422 1.609 3.709
C 3.110 1.316 -4.914
C -2.394 -6.108 -0.275
C 1.708 1.271 -3.059
C -3.213 -4.920 -0.715
H -2.620 1.407 4.762
H -2.487 2.697 3.665
H 1.115 -3.355 4.589
H -4.208 -4.888 -0.272
H 3.152 0.334 -5.384
H 2.412 1.153 3.649
H -0.733 -4.047 3.465
H 2.720 -0.299 2.490
H -3.431 -4.904 -1.782
H -1.822 6.002 -2.205
H 3.812 1.140 2.533
H -2.722 -6.551 0.665
H 1.975 3.123 -5.008
H 0.490 6.007 -2.974
H -1.053 6.950 -0.816
H 1.379 1.787 -6.173
H 0.160 -4.975 2.285
H -3.245 1.367 3.038
*
```

Summary:
E_HOMO (alpha / beta) ... -0.2024 / -0.3288 Eh
Gap between HOMO and LUMO (alpha / beta) ... 5.65 / 7.41 eV


# 2
Computed, not measured: a cluster of 10 separate species, C40H80O10 in total, with ωB97M-V with the def2-TZVPD basis set.

Geometry as ORCA input:
```
! RIJCOSX wB97M-V def2-TZVPD def2/J DEFGRID3
* xyz 1 2
O -29.441 -11.357 -0.412
O -24.457 -11.084 -11.216
O -32.840 -16.543 -4.725
O -24.036 -17.980 -2.801
O -28.362 -12.356 -6.056
O -22.183 -15.893 -5.595
O -25.823 -18.209 -9.367
O -25.406 -7.284 -6.704
O -29.256 -9.548 -11.320
O -29.274 -14.239 0.582
C -26.911 -14.182 -5.936
C -30.752 -15.978 -5.586
C -32.781 -17.082 -6.027
C -25.326 -17.547 -2.357
C -27.826 -14.541 0.539
C -25.859 -11.321 -11.082
C -25.291 -18.045 -4.644
C -27.338 -19.066 -7.797
C -25.131 -10.690 -13.352
C -22.794 -13.896 -6.160
C -27.735 -12.432 -7.373
C -26.417 -10.674 -12.442
C -29.561 -10.739 -10.636
C -26.679 -13.474 -7.313
C -29.210 -10.451 -2.462
C -31.196 -10.186 -12.215
C -26.062 -17.251 -3.703
C -30.819 -11.295 -0.868
C -26.659 -19.348 -9.145
C -29.909 -15.056 -0.414
C -27.591 -14.887 -0.919
C -30.616 -10.960 -2.312
C -23.150 -14.802 -7.371
C -31.815 -15.562 -4.559
C -26.274 -6.967 -7.813
C -23.914 -18.325 -4.091
C -22.636 -14.780 -4.923
C -25.389 -9.098 -8.160
C -24.501 -8.280 -7.176
C -22.843 -16.144 -6.849
C -30.941 -11.123 -11.065
C -26.314 -17.071 -8.634
C -27.557 -17.555 -7.811
C -24.013 -10.452 -12.367
C -27.595 -13.123 -5.182
C -28.712 -10.334 -1.096
C -30.355 -8.987 -11.952
C -26.089 -8.017 -8.907
C -28.811 -15.866 -1.085
C -31.354 -17.042 -6.470
H -25.295 -17.533 -5.606
H -31.437 -10.584 -0.320
H -30.380 -14.484 -1.214
H -28.101 -13.649 -4.373
H -27.231 -13.679 0.841
H -30.949 -10.641 -13.175
H -25.664 -16.670 -7.856
H -27.350 -11.072 -12.839
H -25.760 -12.889 -7.278
H -31.453 -15.408 -3.543
H -22.251 -16.668 -7.600
H -27.617 -17.219 -6.776
H -26.039 -16.175 -3.878
H -24.996 -11.656 -13.839
H -26.580 -15.247 -1.110
H -31.711 -10.973 -10.309
H -31.236 -16.855 -7.537
H -25.444 -7.407 -9.539
H -33.471 -16.432 -6.565
H -23.557 -19.324 -4.339
H -30.841 -8.327 -11.234
H -30.942 -12.198 -11.247
H -26.874 -12.520 -4.630
H -29.546 -10.355 -9.616
H -27.086 -17.621 -3.752
H -28.573 -11.042 -3.121
H -28.467 -17.201 -8.296
H -31.299 -12.272 -0.816
H -29.052 -15.859 -2.148
H -26.105 -9.691 -7.590
H -27.702 -14.003 -1.547
H -31.287 -10.217 -2.743
H -23.512 -15.057 -4.335
H -28.854 -9.467 -0.451
H -25.807 -18.979 -4.866
H -25.986 -14.423 -5.412
H -28.625 -11.296 -10.687
H -24.217 -14.668 -7.549
H -28.276 -19.500 -7.454
H -23.073 -10.944 -12.619
H -24.719 -9.652 -8.817
H -26.099 -12.382 -11.024
H -27.652 -10.572 -1.007
H -25.287 -16.707 -1.664
H -23.837 -9.387 -12.217
H -29.031 -9.462 -2.884
H -33.217 -18.071 -6.165
H -27.246 -11.484 -7.599
H -26.681 -16.242 -9.239
H -26.653 -19.362 -7.002
H -28.600 -16.872 -0.721
H -26.174 -20.319 -9.049
H -27.490 -15.105 -5.955
H -23.726 -16.774 -6.742
H -23.487 -13.055 -6.166
H -25.762 -18.443 -1.916
H -27.614 -15.277 1.314
H -30.942 -18.001 -6.155
H -28.370 -12.798 -8.180
H -27.269 -7.158 -7.411
H -27.394 -19.375 -9.951
H -23.316 -17.597 -4.640
H -23.698 -7.700 -7.630
H -30.053 -8.473 -12.865
H -21.824 -13.447 -6.370
H -26.182 -5.953 -8.203
H -30.697 -15.731 -0.080
H -30.316 -15.206 -6.220
H -26.712 -9.647 -12.227
H -29.883 -16.371 -5.057
H -26.644 -14.000 -8.267
H -24.078 -8.909 -6.393
H -32.256 -14.593 -4.793
H -30.786 -11.820 -2.959
H -25.253 -9.833 -14.014
H -21.769 -14.509 -4.321
H -32.191 -9.787 -12.414
H -26.943 -8.225 -9.551
H -26.270 -10.755 -10.246
H -22.534 -14.640 -8.256
*
```

Summary:
E_HOMO (alpha / beta) ... -0.3866 / -0.3866 Eh
Gap between HOMO and LUMO (alpha / beta) ... 7.43 / 1.50 eV


# 3
Computed, not measured: a cluster of 2 separate species, C3H9NO in total, with ωB97M-V with the def2-TZVPD basis set.

Geometry as ORCA input:
```
! RIJCOSX wB97M-V def2-TZVPD def2/J DEFGRID3
* xyz 0 1
O -0.263 -0.937 -0.629
N 0.112 1.183 0.630
C 0.902 0.134 0.609
C -1.153 1.062 1.308
C 0.442 -1.360 -1.741
H -1.706 0.182 0.996
H 0.190 -2.384 -2.057
H -0.005 -0.680 -2.526
H -1.876 1.824 1.071
H 0.718 -0.669 1.328
H 1.552 -1.382 -1.676
H 0.379 2.091 0.292
H 1.836 0.061 0.082
H -1.189 1.035 2.406
*
```

Summary:
E_HOMO ... -0.2893 Eh
Gap between HOMO and LUMO ... 8.78 eV


# 4
Computed, not measured: an isolated molecule of C4H8N2O, with ωB97M-V with the def2-TZVPD basis set.

Geometry as ORCA input:
```
! RIJCOSX wB97M-V def2-TZVPD def2/J DEFGRID3
* xyz 0 1
O -1.898 0.273 1.632
N 0.708 -0.065 0.520
N -0.051 0.577 -2.805
C -0.499 -0.122 -0.290
C -1.560 0.770 0.367
C -0.282 0.271 -1.712
C 1.811 -0.888 0.021
H 1.859 -0.887 -1.082
H -2.466 0.796 -0.243
H -0.875 -1.153 -0.283
H 1.009 0.904 0.581
H -1.160 1.797 0.420
H 2.757 -0.492 0.407
H 1.705 -1.922 0.371
H -1.058 0.140 2.097
*
```

Summary:
E_HOMO ... -0.3737 Eh
Gap between HOMO and LUMO ... 11.00 eV
SMILES ... CN[C@H](C#N)CO


# 5
Computed, not measured: a cluster of 5 separate species, C36H34ClNO13 in total, with ωB97M-V with the def2-TZVPD basis set.

Geometry as ORCA input:
```
! RIJCOSX wB97M-V def2-TZVPD def2/J DEFGRID3
* xyz 0 1
Cl 1.853 0.977 4.620
O 1.053 10.497 -4.856
O 3.253 -0.218 -1.394
O 1.641 -2.256 4.488
O 8.098 3.280 -0.254
O 2.058 -2.265 2.108
O -4.894 -5.950 4.610
O -5.910 -10.762 -1.897
O 1.964 -3.574 -1.105
O 4.305 8.238 -1.329
O -2.702 -3.527 0.429
O 1.553 1.140 1.360
O -6.455 -5.786 -0.145
O 3.126 4.415 -1.709
N 1.583 -1.386 -0.096
C 2.291 8.596 -4.231
C 3.067 10.139 -1.954
C -2.068 2.388 1.651
C 2.068 -0.596 -1.243
C 2.579 -0.173 3.410
C -3.204 -4.085 1.391
C 3.558 8.757 -2.138
C -4.390 -5.393 3.652
C -0.252 -3.271 -0.040
C -2.385 2.473 0.056
C -5.585 -7.942 0.233
C 4.704 2.758 -1.158
C -4.623 -4.500 1.380
C 5.955 2.473 -0.793
C -6.330 -6.930 -0.547
C 4.268 4.154 -1.374
C 0.163 0.892 1.696
C 5.270 5.222 -1.170
C -5.174 -5.108 2.432
C -6.918 -7.359 -1.834
C -6.779 -8.610 -2.275
C 6.521 4.937 -0.805
C 6.957 3.541 -0.588
C 3.107 8.028 -3.343
C -2.971 -4.978 3.664
C -6.034 -9.621 -1.495
C -0.499 2.354 1.981
C 1.233 -2.781 -0.468
C -2.420 -4.370 2.613
C 1.800 9.979 -4.047
C 2.039 -1.709 3.436
C 2.490 -1.309 1.071
C 2.251 10.707 -2.842
C -5.446 -9.192 -0.208
C 0.939 -0.183 -2.329
C 2.428 0.109 1.840
H 3.406 10.658 -1.066
H -0.274 -3.183 1.108
H 3.598 -1.552 0.955
H -0.003 0.223 2.604
H -1.383 -4.061 2.606
H -6.211 -5.418 2.441
H 1.952 8.077 -5.119
H 0.032 0.149 -1.695
H 0.037 3.095 1.300
H -2.626 1.474 2.088
H 3.958 1.988 -1.311
H -1.436 2.612 -0.569
H -2.412 -5.194 4.566
H 1.278 0.655 -3.017
H -3.158 3.294 -0.177
H -5.182 -4.285 0.481
H 4.932 6.238 -1.332
H 1.882 11.718 -2.723
H -7.202 -8.941 -3.215
H -7.461 -6.606 -2.392
H 3.476 7.017 -3.462
H 3.467 0.548 1.576
H -0.970 -2.467 -0.423
H -0.405 0.488 0.777
H -4.903 -9.945 0.350
H 3.697 -0.291 3.596
H 0.621 -1.143 -2.856
H -2.579 3.312 2.112
H 7.267 5.706 -0.652
H 6.292 1.457 -0.631
H -0.488 -4.318 -0.412
H -2.881 1.483 -0.221
H -5.162 -7.611 1.173
H -0.290 2.603 3.084
*
```

Summary:
E_HOMO ... -0.3666 Eh
Gap between HOMO and LUMO ... 8.04 eV
SMILES ... CCCCO[C@@H]1[C@H](N(C(C)=O)C(C)=O)OC(=O)[C@@H]1Cl.O=C1C=CC(=O)C=C1.O=C1C=CC(=O)C=C1.O=C1C=CC(=O)C=C1.O=C1C=CC(=O)C=C1


# 6
Computed, not measured: an isolated molecule of C3H4O3, with ωB97M-V with the def2-TZVPD basis set.

Geometry as ORCA input:
```
! RIJCOSX wB97M-V def2-TZVPD def2/J DEFGRID3
* xyz 0 1
O 0.699 -1.394 -0.411
O 1.113 2.009 0.336
O -1.987 0.908 0.188
C -1.164 0.065 0.347
C 0.242 -0.080 -0.533
C 1.016 0.819 0.375
H 0.159 -1.979 -0.955
H 1.090 0.229 1.348
H 0.178 0.326 -1.548
H -1.347 -0.901 0.851
*
```

Summary:
E_HOMO ... -0.3626 Eh
Gap between HOMO and LUMO ... 9.67 eV
SMILES ... O=CC(O)C=O


# 7
Computed, not measured: a cluster of 12 separate species, C42H60O36 in total, with ωB97M-V with the def2-TZVPD basis set.

Geometry as ORCA input:
```
! RIJCOSX wB97M-V def2-TZVPD def2/J DEFGRID3
* xyz 0 1
O 2.012 2.799 3.912
O -4.116 1.408 -0.669
O 2.825 1.190 -3.766
O 5.382 -1.221 -2.864
O 1.112 -5.187 -1.999
O 3.688 -2.575 4.638
O 4.444 -2.079 -1.024
O 0.775 -6.351 -3.885
O 6.308 -0.893 -0.830
O 0.217 -0.416 0.086
O 5.866 -3.115 4.294
O 5.280 -1.002 4.862
O 2.438 -0.222 -2.137
O 2.619 -6.225 1.775
O 2.605 1.504 2.189
O -1.211 5.859 0.657
O -1.052 -1.316 1.624
O -2.138 -3.106 -1.414
O -3.368 -1.723 -2.745
O -3.290 -3.915 -3.116
O -4.910 -1.545 0.997
O -4.047 -2.882 2.512
O -1.585 3.764 -6.225
O 0.447 -4.139 -3.853
O -1.953 5.429 -1.450
O 3.690 -5.389 -0.038
O -4.582 2.839 -2.368
O -1.523 3.782 -0.012
O -5.619 3.035 -0.452
O 1.143 -1.456 1.909
O -5.186 -0.989 3.126
O 0.793 1.046 3.439
O 2.456 -0.963 -4.269
O -2.501 2.292 -7.677
O 2.157 -4.202 1.061
O -2.020 1.689 -5.579
C -3.533 -4.553 -0.062
C 0.813 -5.310 -3.301
C 0.191 -1.086 1.285
C -5.312 4.064 -2.511
C 1.545 -4.308 2.331
C 1.472 -5.821 2.525
C -0.689 1.271 -3.771
C -5.490 0.204 2.395
C 2.738 2.030 -2.642
C 5.033 -2.355 4.624
C 1.790 1.674 3.198
C -3.016 -2.830 -2.443
C 4.801 -2.219 0.362
C -2.764 -5.067 -2.427
C -1.031 3.677 -4.900
C -1.113 0.020 -0.200
C 2.582 -0.090 -3.475
C 2.728 1.027 -1.491
C -1.828 5.407 3.030
C 0.949 -3.803 -1.638
C -2.070 -0.778 0.739
C 3.660 2.461 2.352
C -2.116 2.566 -6.588
C -0.932 3.712 1.284
C -4.687 2.359 -1.123
C -1.569 5.080 -0.380
C -5.881 4.062 -3.924
C 2.859 -5.338 0.822
C 3.036 -1.480 5.277
C -5.587 -0.282 0.959
C 3.239 3.393 3.588
C -1.564 2.361 -4.391
C -4.618 -1.870 2.251
C 5.735 0.013 1.307
C -2.393 -4.518 -1.071
C 0.683 -3.075 -2.973
C 4.074 -0.376 5.220
C 6.026 -1.296 0.513
C -0.896 5.119 1.854
C -6.249 3.955 -1.334
C 4.246 3.307 4.728
C 5.380 -1.393 -1.686
H -1.157 1.085 0.019
H -4.639 4.913 -2.369
H 0.105 1.041 -4.491
H 6.867 -1.813 0.972
H 5.790 0.943 0.748
H -0.078 1.569 -2.915
H 2.095 -3.880 3.167
H -2.352 4.504 3.348
H 4.650 2.107 2.635
H -7.300 3.778 -1.580
H -3.526 -5.842 -2.427
H -1.369 -0.330 -1.197
H -6.538 3.215 -4.116
H 5.026 4.067 4.629
H 2.614 -1.837 6.216
H -4.665 0.894 2.579
H -2.595 6.158 2.857
H 1.909 2.717 -2.811
H 3.712 0.844 -1.049
H -1.476 2.944 1.828
H -2.490 2.583 -3.853
H 0.059 3.718 -5.005
H 2.208 -1.206 4.617
H 4.751 0.008 1.774
H -4.997 3.951 -4.556
H 6.569 -0.127 1.998
H 2.081 1.282 -0.653
H -1.303 4.538 -4.292
H 0.035 -3.807 -1.047
H 4.914 -3.267 0.632
H 1.522 -6.027 3.596
H -1.167 5.668 3.856
H 3.953 0.179 6.151
H -1.477 -4.968 -0.701
H 3.886 3.374 5.753
H 3.822 3.078 1.469
H -1.229 0.340 -3.624
H -6.319 4.889 -0.768
H 0.525 -3.926 2.331
H 3.082 4.420 3.254
H -2.640 -0.135 1.402
H 3.953 -1.805 0.910
H -6.626 -0.452 0.683
H -3.979 -3.575 0.104
H -6.356 4.979 -4.269
H -4.392 -5.188 -0.292
H 1.652 -2.598 -3.099
H -2.608 -1.497 0.132
H 3.812 0.261 4.371
H -0.123 -2.346 -3.003
H 3.696 2.557 -2.617
H 0.083 3.347 1.102
H -6.415 0.745 2.591
H 0.574 -6.373 2.244
H 1.780 -3.303 -1.155
H -3.198 -4.883 0.920
H 0.115 5.419 2.122
H -5.142 0.425 0.260
H 4.845 2.395 4.650
H -1.933 -5.392 -3.055
*
```

Summary:
E_HOMO ... -0.3681 Eh
Gap between HOMO and LUMO ... 9.48 eV
SMILES ... C[C@H]1COC(=O)O1.C[C@H]1COC(=O)O1.C[C@H]1COC(=O)O1.C[C@H]1COC(=O)O1.C[C@H]1COC(=O)O1.C[C@H]1COC(=O)O1.O=C1OCCO1.O=C1OCCO1.O=C1OCCO1.O=C1OCCO1.O=C1OCCO1.O=C1OCCO1


# 8
Computed, not measured: an isolated molecule of C9H10FN3O2, with ωB97M-V with the def2-TZVPD basis set.

Geometry as ORCA input:
```
! RIJCOSX wB97M-V def2-TZVPD def2/J DEFGRID3
* xyz 0 1
F -0.798 1.625 0.790
O -3.072 2.047 -0.500
O -3.384 -0.118 -0.773
N -1.703 -2.098 -0.898
N 1.794 -0.852 0.177
N -0.339 -0.291 -0.653
C -2.693 0.945 -0.378
C -1.443 0.456 0.491
C -1.824 -0.352 1.659
C 3.535 0.808 0.277
C 3.046 -0.460 0.354
C 2.715 1.708 -0.339
C -0.516 -1.595 -0.966
C 1.414 1.373 -0.555
C 0.987 0.064 -0.406
H 0.798 2.043 -0.993
H -2.042 -1.395 1.295
H -2.785 0.117 1.854
H 4.615 1.010 0.376
H -1.021 -0.267 2.409
H -1.778 -3.138 -1.187
H 0.511 -2.093 -1.099
H 3.057 2.669 -0.681
H 3.670 -1.212 0.832
H -2.747 -0.995 -1.087
*
```

Summary:
E_HOMO ... -0.3462 Eh
Gap between HOMO and LUMO ... 9.93 eV
SMILES ... [H]/N=C/N(c1ccccn1)[C@@](C)(F)C(=O)O


For each record above, in turn, the calculated largest force on an atom values are 7.09, 4.35, 4.10, 1.27, 5.30, 2.88, 3.90, 4.57 eV/A.